[1]
{
  "formula": "C16H42N3O9V",
  "method": "the ωB97M-V functional and the def2-TZVPD basis",
  "homo_energy_ev": [-14.23, -14.20],
  "multiplicity": 3,
  "total_charge": 2,
  "elements": ["C", "H", "H", "H", "C", "O", "H", "H", "H", "H", "C", "H", "H", "H", "H", "C", "O", "H", "C", "C", "C", "H", "H", "H", "H", "H", "H", "C", "C", "H", "C", "H", "H", "H", "H", "H", "O", "H", "O", "N", "O", "H", "O", "H", "H", "H", "H", "H", "O", "H", "O", "H", "H", "H", "C", "C", "N", "H", "H", "H", "H", "C", "H", "C", "H", "H", "V", "N", "C", "C", "O"],
  "positions_angstrom": [[-29.41, 2.81, -11.43], [-26.73, -4.33, -13.93], [-26.09, -4.37, -18.77], [-25.28, -0.52, -15.98], [-24.84, 0.68, -10.28], [-27.09, -2.10, -14.61], [-23.76, -1.34, -10.04], [-30.18, -4.77, -14.09], [-29.42, -6.56, -13.00], [-28.55, -6.18, -15.19], [-24.51, -1.13, -16.45], [-28.78, 0.60, -11.78], [-24.80, -5.14, -16.16], [-23.89, -2.95, -18.18], [-26.21, -5.67, -14.52], [-28.26, -5.50, -14.39], [-25.11, -2.46, -16.60], [-26.37, -0.39, -11.10], [-24.16, -3.38, -17.22], [-28.67, 1.62, -12.15], [-28.38, -6.26, -13.03], [-30.35, -2.22, -16.50], [-25.25, 1.55, -12.16], [-28.76, -6.82, -18.45], [-22.74, 0.12, -10.35], [-27.71, -7.12, -13.00], [-29.85, -1.89, -14.83], [-29.25, -4.33, -14.45], [-24.71, -4.80, -17.19], [-27.97, 3.96, -12.38], [-30.16, -2.68, -15.52], [-28.77, 1.98, -9.78], [-23.38, -3.36, -16.45], [-30.37, 3.09, -11.87], [-23.96, -0.82, -17.34], [-31.18, -2.97, -15.28], [-29.58, 2.37, -10.11], [-30.20, -3.52, -18.75], [-26.58, -2.37, -12.59], [-26.65, -1.66, -13.55], [-27.82, -2.51, -17.52], [-23.85, -0.62, -11.52], [-29.26, -3.75, -15.71], [-25.96, -6.72, -18.35], [-27.92, -5.62, -12.27], [-26.94, -6.64, -17.05], [-27.60, 1.83, -12.15], [-24.71, 1.12, -9.29], [-28.81, -4.84, -18.23], [-30.13, -5.05, -19.61], [-26.42, -0.45, -13.49], [-23.80, -1.25, -15.63], [-23.86, 2.33, -11.36], [-29.39, 4.84, -11.53], [-28.64, 4.05, -11.53], [-28.08, -5.99, -18.68], [-26.08, -4.74, -17.83], [-27.90, -6.04, -19.75], [-24.08, -5.50, -17.75], [-28.96, 1.55, -13.20], [-28.86, -3.71, -19.91], [-23.72, -0.34, -10.48], [-28.96, -3.58, -13.71], [-24.82, 1.83, -11.20], [-25.48, 2.60, -10.79], [-28.06, 4.36, -10.65], [-27.19, -3.40, -16.39], [-26.90, -4.97, -14.70], [-29.53, -4.24, -19.22], [-26.68, -6.03, -17.91], [-26.08, -0.04, -10.26]]
}

***

[2]
{
  "formula": "C16H43N6O5P2",
  "method": "the ωB97M-V functional and the def2-TZVPD basis",
  "homo_energy_ev": -0.40,
  "multiplicity": 1,
  "total_charge": -1,
  "elements": ["H", "C", "C", "H", "H", "H", "O", "C", "C", "H", "C", "O", "C", "C", "H", "H", "H", "H", "H", "H", "N", "H", "H", "C", "H", "O", "H", "H", "H", "H", "H", "H", "H", "O", "H", "H", "H", "N", "H", "C", "N", "H", "H", "H", "C", "C", "C", "P", "N", "C", "C", "C", "C", "H", "H", "N", "H", "H", "H", "N", "H", "P", "H", "H", "H", "H", "H", "H", "H", "H", "O", "H"],
  "positions_angstrom": [[1.59, -6.36, -2.76], [0.84, 3.28, -3.12], [-1.58, -4.68, -0.19], [-2.39, -4.97, 0.48], [2.77, 5.03, 0.21], [-0.72, 0.01, 0.69], [-3.59, 5.76, 0.20], [-0.87, 1.07, 0.47], [0.55, 0.70, -1.41], [-0.27, 0.68, -2.14], [0.99, -5.69, -2.14], [-5.86, 1.92, 2.83], [-4.11, 3.40, 1.89], [3.04, 4.25, -0.51], [-5.03, 6.01, 1.66], [3.83, 2.20, 0.80], [-3.39, 2.77, 1.37], [2.02, -4.96, 2.85], [-6.13, 3.99, 1.44], [-1.70, -5.23, -1.13], [2.25, 3.02, -0.34], [-3.55, 4.22, 2.33], [4.10, 4.04, -0.40], [2.71, -2.64, 1.61], [0.67, -0.32, -1.04], [0.45, -2.56, 0.23], [-1.82, 1.18, -0.08], [-0.45, 5.72, -1.22], [-0.29, 5.61, -2.96], [2.93, -3.87, -2.34], [3.73, -2.71, 2.00], [-0.96, 1.59, 1.42], [3.79, -4.38, -0.88], [-4.34, 2.79, 4.18], [-1.72, -3.62, -0.41], [2.92, 4.65, -1.52], [3.55, -5.52, -2.18], [1.81, -5.15, -1.03], [2.04, -2.35, 2.43], [3.09, -4.70, -1.64], [-0.28, -4.91, 0.42], [0.48, -6.89, 0.73], [1.14, 5.94, -1.96], [-1.16, -6.61, 1.27], [2.62, -5.00, 1.94], [0.21, 5.36, -2.02], [-5.18, 4.06, 0.92], [1.02, -3.91, -0.10], [2.32, -3.92, 1.03], [-4.75, 2.69, 3.04], [-4.94, 5.53, 0.67], [-0.18, -6.14, 1.18], [2.76, 2.38, 0.90], [0.59, -4.90, -2.79], [-5.82, 1.52, 1.96], [0.25, 1.59, -0.30], [-3.17, 4.92, -0.05], [0.78, 3.97, -3.96], [3.68, -4.95, 2.24], [0.43, 3.93, -1.89], [2.50, -5.98, 1.47], [0.50, 3.29, -0.29], [1.48, 0.95, -1.91], [2.29, 1.41, 1.05], [0.15, -5.95, 2.21], [2.70, -1.85, 0.86], [2.58, 2.99, 1.79], [-5.29, 3.49, -0.01], [0.19, 2.45, -3.37], [1.88, 2.92, -3.09], [-0.86, 3.72, 0.20], [0.17, -6.29, -1.77]]
}

***

[3]
{
  "formula": "C16H43O18S4V",
  "method": "the ωB97M-V functional and the def2-TZVPD basis",
  "homo_energy_ev": -10.15,
  "multiplicity": 1,
  "elements": ["H", "H", "H", "H", "H", "H", "H", "O", "S", "O", "S", "H", "V", "H", "C", "H", "H", "O", "H", "C", "C", "C", "S", "H", "H", "H", "C", "S", "O", "O", "H", "H", "O", "O", "C", "O", "H", "O", "H", "C", "C", "H", "H", "H", "O", "H", "H", "H", "C", "O", "C", "H", "C", "H", "H", "H", "H", "H", "H", "C", "C", "H", "H", "C", "H", "O", "H", "C", "H", "O", "O", "H", "O", "H", "O", "O", "H", "C", "O", "H", "H", "H"],
  "positions_angstrom": [[-1.56, 3.01, 3.19], [-0.94, -0.72, 3.10], [3.88, 0.01, -1.61], [-5.54, 5.81, 1.29], [2.92, -1.74, 5.36], [1.88, -2.98, 1.35], [-3.10, 6.47, 0.84], [0.94, 1.80, 0.92], [1.69, -3.23, 4.02], [0.19, -1.69, 0.20], [0.51, 1.54, -2.37], [0.28, -0.22, 4.92], [0.05, -0.20, 0.72], [2.94, -1.30, -0.25], [-1.73, -2.24, -2.44], [-0.87, 1.31, -5.50], [1.70, -0.17, -4.77], [1.71, 2.07, -2.92], [-0.13, -5.99, -1.37], [3.66, -0.99, -1.99], [2.69, -4.87, 0.72], [-2.74, -1.14, -2.57], [-3.38, 4.05, 2.11], [3.17, 2.45, 2.60], [0.12, 3.11, -0.70], [2.90, -0.84, -2.77], [-0.42, 2.82, -1.60], [-2.11, -4.70, -1.68], [3.16, -1.87, -1.00], [-2.22, -3.16, -1.43], [-0.75, -1.91, -2.10], [0.93, 1.20, 4.03], [2.46, -4.15, 3.01], [1.54, -3.97, 5.21], [2.65, -3.67, 1.66], [-2.24, -4.97, -3.07], [-0.46, 3.60, -2.35], [-1.38, 0.37, 0.36], [0.22, -4.25, -1.63], [0.06, 0.57, 4.19], [2.11, 1.39, 1.17], [3.11, 3.31, 1.07], [-1.10, 3.94, 1.65], [3.83, -2.21, 3.91], [-0.35, 0.02, 2.95], [-5.37, 7.16, 0.21], [4.56, -1.41, -2.44], [3.63, -3.18, 1.60], [2.85, -1.92, 4.29], [0.55, -2.68, 3.35], [-5.17, 6.09, 0.31], [2.50, -1.04, 3.75], [0.71, -0.13, -5.24], [4.19, 1.92, 1.24], [-1.99, 2.32, 1.66], [2.70, -4.51, -0.31], [-1.58, -2.76, -3.40], [-0.44, -4.81, -0.09], [-0.75, 1.14, 4.64], [-3.70, 5.83, 0.20], [3.22, 2.32, 1.51], [3.60, -5.45, 0.91], [0.93, -0.16, -6.31], [-0.44, -4.97, -1.17], [-1.42, 2.42, -1.42], [0.59, 0.39, -1.52], [-3.31, 5.92, -0.81], [0.03, 1.17, -4.91], [1.85, -5.53, 0.90], [-3.38, 4.45, 0.56], [-2.98, -5.32, -0.75], [-5.75, 5.58, -0.46], [2.30, 0.14, 1.14], [0.70, 2.01, -5.06], [-3.36, 5.26, 2.87], [-0.46, 1.16, -3.54], [-3.75, -1.50, -2.77], [-1.78, 3.27, 2.16], [-4.39, 3.08, 2.32], [0.12, -0.98, -4.91], [-2.45, -0.39, -3.31], [-2.80, -0.60, -1.62]]
}